1.
{"formula": "C3H11NO3", "method": "the ωB97M-V functional and the def2-TZVPD basis", "energy_ev": -10922.2001, "de_lowest_kcal_mol": 18.58, "total_charge": 0, "homo_lumo_gap_ev": 10.49, "smiles": "CN(C)C=O.O.O", "lumo_energy_ev": 0.797, "elements": ["C", "N", "C", "C", "O", "H", "H", "H", "H", "H", "H", "H", "H", "H", "O", "H", "H", "O"], "coordinates": [[0.092, -0.413, 1.688], [0.584, 0.685, 1.055], [1.554, 0.449, -0.015], [-0.305, 1.828, 0.833], [0.452, -1.556, 1.479], [-0.630, -0.150, 2.479], [2.171, -0.392, 0.235], [1.068, 0.288, -0.975], [2.166, 1.339, -0.054], [0.068, 2.727, 1.333], [-0.431, 1.974, -0.235], [-1.276, 1.642, 1.288], [-1.007, -0.520, -1.930], [-2.496, -0.528, -2.330], [-1.800, 0.046, -2.005], [-0.026, -3.045, -1.516], [-0.038, -2.207, -0.182], [-0.145, -2.166, -1.150]]}

=====

2.
{"formula": "C3H11NO3", "method": "the ωB97M-V functional and the def2-TZVPD basis", "energy_ev": -10921.0195, "de_lowest_kcal_mol": 45.80, "total_charge": 0, "homo_lumo_gap_ev": 9.73, "smiles": "OCCNCO.O", "lumo_energy_ev": 0.515, "elements": ["C", "C", "O", "N", "C", "O", "H", "H", "H", "H", "H", "H", "H", "H", "H", "H", "H", "O"], "coordinates": [[-0.893, -1.061, 0.908], [-1.907, -0.339, 0.010], [-1.343, 0.708, -0.783], [0.030, -0.159, 1.551], [1.386, -0.510, 1.667], [2.151, -0.304, 0.472], [-0.349, -1.809, 0.340], [-1.493, -1.602, 1.659], [-2.435, -1.074, -0.606], [-2.669, 0.101, 0.659], [-0.409, 0.479, -0.868], [-0.389, 0.707, 1.849], [1.471, -1.580, 1.870], [1.833, 0.062, 2.493], [1.834, 0.528, 0.082], [1.222, 1.730, -3.031], [0.845, 1.781, -4.504], [1.114, 2.344, -3.769]]}

=====

3.
{"formula": "C3H11NO3", "method": "the ωB97M-V functional and the def2-TZVPD basis", "energy_ev": -10920.4531, "de_lowest_kcal_mol": 58.86, "total_charge": 0, "homo_lumo_gap_ev": 9.98, "smiles": "OCCNCO.O", "lumo_energy_ev": 0.587, "elements": ["C", "C", "O", "N", "C", "O", "H", "H", "H", "H", "H", "H", "H", "H", "H", "H", "H", "O"], "coordinates": [[0.656, -0.256, 1.011], [0.543, 1.299, 1.347], [1.388, 2.128, 0.638], [-0.297, -0.636, -0.067], [-0.085, -1.911, -0.619], [-0.712, -2.859, 0.226], [1.701, -0.404, 0.667], [0.667, -0.993, 1.852], [0.776, 1.498, 2.402], [-0.513, 1.585, 1.245], [1.197, 2.093, -0.391], [-1.237, -0.442, 0.247], [-0.501, -1.883, -1.640], [1.074, -2.225, -0.553], [-1.672, -2.816, 0.112], [-1.044, 2.731, -2.068], [-0.731, 1.211, -1.890], [-1.212, 1.879, -2.516]]}

=====

4.
{"formula": "C3H11NO3", "method": "the ωB97M-V functional and the def2-TZVPD basis", "energy_ev": -10914.2702, "de_lowest_kcal_mol": 201.44, "total_charge": 0, "homo_lumo_gap_ev": 4.08, "lumo_energy_ev": -4.284, "elements": ["C", "C", "C", "N", "H", "H", "H", "H", "H", "H", "H", "O", "H", "H", "O", "H", "H", "O"], "coordinates": [[-1.733, -0.714, 0.352], [-2.263, 0.397, -0.352], [-0.501, -0.772, 1.471], [-0.286, -1.321, 0.034], [-2.292, -1.696, 0.335], [-2.822, 0.255, -1.264], [-2.195, 1.307, 0.132], [-0.131, 0.250, 1.697], [-0.311, -1.510, 2.201], [0.523, -0.840, -0.363], [3.031, -1.249, -0.292], [2.910, -0.657, 0.442], [0.627, 1.229, -1.226], [-0.658, 0.568, -1.993], [0.255, 0.858, -2.089], [2.439, 0.268, 0.386], [1.951, 2.216, 0.294], [1.454, 1.410, 0.235]]}

=====

5.
{"formula": "C3H11NO3", "method": "the ωB97M-V functional and the def2-TZVPD basis", "energy_ev": -10909.7383, "spin_multiplicity": 2, "de_lowest_kcal_mol": 79.36, "total_charge": 1, "homo_lumo_gap_ev": [8.68, 5.74], "lumo_energy_ev": [-6.255, -9.193], "elements": ["C", "C", "C", "N", "H", "H", "H", "H", "H", "H", "H", "O", "H", "H", "O", "H", "H", "O"], "coordinates": [[-1.057, -0.595, -0.460], [-1.387, 0.677, -0.795], [-0.885, -2.290, 1.012], [-1.280, -1.099, 0.908], [-0.838, -1.455, -1.129], [-1.246, 1.436, -0.080], [-1.805, 0.996, -1.763], [-0.750, -2.747, 1.993], [-0.048, -2.658, 0.366], [2.148, -1.235, -1.165], [1.529, -0.039, -0.535], [1.846, -0.951, -0.342], [0.782, 2.016, 2.322], [0.019, 0.875, 1.818], [0.093, 1.468, 2.549], [1.219, 1.254, -1.996], [0.388, 2.350, -1.311], [1.271, 1.996, -1.392]]}

=====

6.
{"formula": "C3H11NO4", "method": "the ωB97M-V functional and the def2-TZVPD basis", "energy_ev": -12962.7508, "de_lowest_kcal_mol": 191.61, "total_charge": 0, "homo_lumo_gap_ev": 5.23, "lumo_energy_ev": -3.972, "elements": ["C", "N", "C", "C", "O", "O", "H", "H", "H", "H", "H", "H", "H", "H", "H", "O", "H", "H", "O"], "coordinates": [[-0.839, 0.348, 1.375], [-1.422, 0.484, 0.080], [-0.805, 1.044, -0.952], [0.720, 0.408, -1.268], [1.553, 1.251, -0.840], [-0.616, -0.960, 1.699], [-1.476, 0.818, 2.134], [0.143, 0.847, 1.361], [-1.409, 0.768, -1.847], [-0.748, 2.127, -0.902], [0.761, -0.523, -0.744], [0.832, 0.261, -2.339], [2.120, 0.533, 0.456], [-1.188, -2.973, -0.768], [-1.772, -0.462, -0.244], [-1.057, -2.122, -0.402], [-0.587, -1.595, 0.869], [3.304, -0.286, 1.107], [2.487, 0.034, 1.225]]}

=====

7.
{"formula": "C3H11NO4", "method": "the ωB97M-V functional and the def2-TZVPD basis", "energy_ev": -12969.5590, "de_lowest_kcal_mol": 34.61, "total_charge": 0, "homo_lumo_gap_ev": 9.60, "smiles": "C[C@@H](N)C(=O)O.O.O", "lumo_energy_ev": 0.463, "elements": ["H", "O", "O", "H", "H", "C", "O", "C", "H", "N", "H", "H", "C", "H", "H", "H", "O", "H", "H"], "coordinates": [[-0.346, -0.877, -1.596], [0.338, -1.713, -2.460], [-0.970, -0.325, -0.942], [1.073, -1.577, -1.830], [0.426, -1.092, -3.188], [-0.289, -0.267, 0.194], [0.356, -1.216, 0.604], [-0.501, 1.027, 0.971], [0.239, 1.724, 0.570], [-0.382, 0.765, 2.397], [-1.092, 1.215, 2.949], [-0.420, -0.233, 2.525], [-1.861, 1.653, 0.649], [-2.040, 2.613, 1.140], [-2.148, 1.685, -0.393], [-2.610, 1.002, 1.123], [3.286, -1.358, -1.282], [3.806, -0.855, -0.644], [3.133, -2.173, -0.786]]}

=====

8.
{"formula": "C3H11NOP", "method": "the ωB97M-V functional and the def2-TZVPD basis", "energy_ev": -16107.8550, "de_lowest_kcal_mol": 59.87, "total_charge": 1, "homo_lumo_gap_ev": 9.62, "lumo_energy_ev": -3.732, "elements": ["C", "C", "C", "N", "O", "P", "H", "H", "H", "H", "H", "H", "H", "H", "H", "H", "H"], "coordinates": [[-2.167, 1.981, -0.215], [-0.750, 0.030, 1.271], [-0.845, 1.512, -0.686], [-0.184, 0.669, 0.074], [-0.313, 1.965, -1.743], [2.413, -2.194, -0.662], [-2.038, 3.145, 0.039], [-2.561, 1.440, 0.563], [-2.983, 1.990, -1.040], [-0.090, -0.775, 1.502], [-1.046, 0.761, 2.088], [-1.756, -0.244, 1.019], [0.619, 0.179, -0.257], [2.090, -3.533, -1.019], [-0.842, 2.729, -2.174], [3.454, -2.400, 0.212], [3.265, -2.145, -1.711]]}

=====

9.
{"formula": "C3H11NOPS", "method": "the ωB97M-V functional and the def2-TZVPD basis", "energy_ev": -26942.1823, "de_lowest_kcal_mol": 36.40, "total_charge": 1, "homo_lumo_gap_ev": 7.42, "lumo_energy_ev": -6.059, "elements": ["C", "C", "C", "N", "O", "P", "S", "H", "H", "H", "H", "H", "H", "H", "H", "H", "H", "H"], "coordinates": [[2.412, -2.088, 0.256], [-2.210, 1.157, -1.650], [-0.226, 0.481, 0.713], [-0.052, 1.832, 0.428], [2.108, -0.939, 1.104], [-1.760, -0.096, -0.360], [-3.215, -1.326, 0.012], [1.969, -1.810, -0.772], [1.981, -2.984, 0.589], [3.500, -2.271, 0.224], [-2.740, 0.704, -2.555], [-2.961, 1.968, -1.448], [-1.205, 1.647, -1.947], [0.778, -0.007, 0.806], [-0.760, 0.262, 1.653], [0.849, 2.176, 0.122], [2.167, -1.291, 2.009], [-0.637, 2.586, 0.815]]}

=====

10.
{"formula": "C3H11NOS", "method": "the ωB97M-V functional and the def2-TZVPD basis", "energy_ev": -17662.2345, "de_lowest_kcal_mol": 4.31, "total_charge": 0, "homo_lumo_gap_ev": 9.62, "smiles": "C[C@H](N)CS.O", "lumo_energy_ev": 0.854, "elements": ["C", "C", "C", "S", "N", "H", "H", "H", "H", "H", "H", "H", "H", "H", "H", "H", "O"], "coordinates": [[-0.701, 0.399, -1.944], [-0.008, 0.299, -0.590], [-1.030, 0.379, 0.571], [-0.632, 1.551, 1.864], [0.857, -0.892, -0.447], [-1.005, 1.436, -2.109], [-0.049, 0.184, -2.792], [-1.607, -0.199, -2.029], [0.663, 1.151, -0.496], [-1.239, -0.621, 0.930], [-1.950, 0.666, 0.069], [0.127, 0.786, 2.645], [1.552, -0.798, -1.181], [0.386, -1.761, -0.680], [2.120, -0.579, 2.497], [1.252, -1.006, 1.356], [1.263, -0.994, 2.335]]}

=====

11.
{"formula": "C3H11NOS", "method": "the ωB97M-V functional and the def2-TZVPD basis", "energy_ev": -17660.3490, "de_lowest_kcal_mol": 47.79, "total_charge": 0, "homo_lumo_gap_ev": 9.65, "smiles": "CCS.NCO", "lumo_energy_ev": 0.698, "elements": ["C", "C", "S", "H", "H", "H", "H", "H", "H", "N", "C", "O", "H", "H", "H", "H", "H"], "coordinates": [[-2.658, -0.607, -0.894], [-3.342, -1.289, 0.254], [-4.566, -0.100, 0.861], [-3.012, 0.426, -1.277], [-1.773, -0.129, -0.372], [-2.470, -1.273, -1.711], [-2.718, -1.294, 1.143], [-3.658, -2.283, 0.024], [-4.674, 0.676, -0.252], [3.970, 1.705, 0.001], [3.794, 0.276, 0.092], [2.645, -0.058, 1.028], [3.483, 2.140, 0.766], [4.910, 1.923, 0.106], [4.719, -0.163, 0.369], [3.504, -0.195, -0.826], [1.846, 0.246, 0.689]]}

=====

12.
{"formula": "C3H11NOS", "method": "the ωB97M-V functional and the def2-TZVPD basis", "energy_ev": -17661.7694, "de_lowest_kcal_mol": 15.03, "total_charge": 0, "homo_lumo_gap_ev": 9.71, "smiles": "C[C@@H](N)CS.O", "lumo_energy_ev": 0.794, "elements": ["C", "C", "C", "S", "N", "H", "H", "H", "H", "H", "H", "H", "H", "H", "H", "H", "O"], "coordinates": [[-0.845, -2.549, -0.446], [-0.233, -1.138, -0.372], [-0.019, -0.721, 1.069], [1.106, 0.735, 1.365], [-1.085, -0.137, -1.002], [-0.189, -3.209, 0.139], [-0.820, -2.898, -1.470], [-1.776, -2.644, 0.111], [0.755, -1.212, -0.841], [-1.002, -0.524, 1.502], [0.299, -1.543, 1.721], [0.049, 1.551, 1.505], [-0.815, 0.583, -1.629], [-2.050, -0.347, -0.867], [0.285, 1.765, -1.092], [-0.011, 3.271, -1.298], [0.155, 2.455, -1.757]]}

=====

13.
{"formula": "C3H11NOS", "method": "the ωB97M-V functional and the def2-TZVPD basis", "energy_ev": -17661.9349, "de_lowest_kcal_mol": 11.22, "total_charge": 0, "homo_lumo_gap_ev": 9.96, "smiles": "CCS.NCO", "lumo_energy_ev": 0.776, "elements": ["C", "C", "S", "H", "H", "H", "H", "H", "H", "N", "C", "O", "H", "H", "H", "H", "H"], "coordinates": [[2.519, -0.535, 1.341], [1.275, -0.608, 0.480], [1.364, 0.473, -0.989], [2.736, 0.491, 1.647], [3.405, -0.901, 0.819], [2.406, -1.101, 2.269], [1.060, -1.627, 0.172], [0.416, -0.224, 1.026], [2.319, -0.207, -1.650], [-2.044, 1.501, -0.937], [-2.521, 0.400, -0.150], [-1.987, -0.886, -0.486], [-1.033, 1.620, -0.891], [-2.325, 1.440, -1.902], [-2.240, 0.600, 0.885], [-3.610, 0.372, -0.224], [-1.738, -0.809, -1.410]]}

=====

14.
{"formula": "C3H11NOS", "method": "the ωB97M-V functional and the def2-TZVPD basis", "energy_ev": -17662.0933, "de_lowest_kcal_mol": 7.57, "total_charge": 0, "homo_lumo_gap_ev": 9.82, "smiles": "NCCCS.O", "lumo_energy_ev": 0.750, "elements": ["C", "C", "C", "S", "N", "H", "H", "H", "H", "H", "H", "H", "H", "H", "H", "H", "O"], "coordinates": [[-0.577, -0.379, 0.904], [0.689, -0.075, 0.094], [1.913, 0.013, 0.991], [3.438, 0.370, 0.060], [-1.786, -0.118, 0.118], [-0.570, -1.418, 1.240], [-0.538, 0.254, 1.801], [0.527, 0.900, -0.364], [0.825, -0.800, -0.700], [1.801, 0.842, 1.689], [2.058, -0.893, 1.579], [3.633, -0.885, -0.356], [-2.332, -0.967, 0.046], [-2.374, 0.572, 0.564], [-2.885, 0.525, -2.312], [-1.476, 0.965, -2.482], [-2.347, 1.094, -2.874]]}